# 1
{"formula": "C24H20F12N3O2PtS", "method": "the ωB97M-V functional and the def2-TZVPD basis", "energy_ev": -80473.2216, "fmax_ha_per_bohr": 0.046, "e_lumo_ev": [2.369, 2.380], "orbital_gap_ha": [0.2292, 0.2279], "e_above_lowest_kj_mol": 92.3, "charge": -1, "species": ["Pt", "C", "C", "C", "C", "C", "N", "C", "C", "C", "C", "C", "C", "C", "C", "O", "C", "F", "F", "F", "C", "F", "F", "F", "C", "C", "C", "O", "C", "F", "F", "F", "C", "F", "F", "F", "H", "H", "H", "H", "H", "H", "H", "H", "H", "H", "H", "H", "S", "C", "N", "C", "C", "C", "N", "H", "H", "H", "H", "H", "H", "H", "H"], "coordinates": [[-0.887973, 0.804248, -0.485824], [-1.175751, 1.778118, 5.759228], [-0.881167, 1.081850, 4.463603], [-1.479240, -0.126292, 4.123836], [-1.211514, -0.725169, 2.917606], [-0.340076, -0.145349, 1.967235], [-0.167212, -0.731673, 0.747651], [-0.131471, -2.065265, 0.554517], [0.394069, -2.893277, 1.574228], [0.371697, -4.261555, 1.497328], [-0.162540, -4.898091, 0.380575], [-0.266070, -6.392803, 0.287920], [-0.572105, -4.101447, -0.678279], [-0.541806, -2.716298, -0.637371], [-1.027597, -1.935502, -1.862491], [-0.466663, -0.742100, -2.106456], [-0.798353, -2.720400, -3.193681], [0.438588, -3.225041, -3.273852], [-1.630626, -3.750642, -3.464969], [-0.933577, -1.900551, -4.245889], [-2.570204, -1.762744, -1.704881], [-3.255992, -2.917048, -1.628012], [-2.879991, -1.096472, -0.576604], [-3.115494, -1.064249, -2.709582], [0.274513, 1.088603, 2.321298], [-0.010185, 1.662101, 3.549691], [1.271629, 1.776612, 1.369420], [1.190187, 1.534296, 0.058456], [2.687045, 1.353365, 1.872525], [2.861938, 0.031931, 1.798976], [3.684668, 1.913557, 1.172340], [2.928059, 1.676796, 3.164237], [1.149431, 3.333119, 1.495990], [1.769329, 3.936524, 0.468575], [-0.136178, 3.713860, 1.419731], [1.652105, 3.940990, 2.593109], [-1.740003, 1.134117, 6.429061], [-1.758937, 2.680379, 5.575370], [-0.254726, 2.077102, 6.256703], [-2.169506, -0.598926, 4.809786], [-1.694143, -1.655750, 2.651514], [0.812755, -2.405886, 2.441334], [0.766693, -4.845510, 2.318333], [-0.559402, -6.825213, 1.243975], [0.692316, -6.826510, -0.003386], [-1.005080, -6.666412, -0.462147], [-0.948828, -4.596969, -1.558743], [0.447731, 2.595269, 3.836779], [-1.824480, 2.685574, -1.639520], [-0.417609, 2.864639, -2.574221], [-0.085277, 4.110675, -2.955546], [1.118823, 4.421273, -3.695944], [1.452570, 3.236773, -4.600998], [1.515210, 1.978446, -3.733439], [0.254208, 1.828991, -3.046574], [-0.576973, 4.852243, -2.483644], [1.951247, 4.612189, -3.007436], [0.932400, 5.332108, -4.275252], [2.398675, 3.407606, -5.115037], [0.663786, 3.120533, -5.347754], [2.322676, 2.054836, -2.995376], [1.679102, 1.080705, -4.331663], [-0.004699, 0.893714, -2.726361]], "forces_ev_per_a": [[1.055, -1.362, 0.886], [-0.011, 0.017, -0.089], [0.116, 0.026, -0.121], [0.104, 0.110, 0.095], [0.090, 0.141, -0.386], [-0.073, 0.228, 1.431], [-0.245, 1.772, -1.536], [0.013, -0.774, -0.357], [0.010, 0.270, -0.057], [-0.153, -0.104, -0.197], [-0.045, 0.008, -0.121], [0.166, 0.110, -0.005], [0.126, -0.201, 0.456], [0.084, 0.273, -0.009], [-0.679, -0.286, -0.173], [0.070, 1.063, 0.599], [0.103, -0.131, -0.637], [0.354, 0.022, 0.206], [-0.245, -0.198, 0.237], [-0.054, 0.179, -0.132], [-0.457, -0.076, -0.071], [0.028, -0.273, 0.021], [0.072, 0.119, 0.207], [0.041, 0.088, -0.230], [-0.127, -0.275, -0.481], [-0.334, -0.248, 0.349], [0.440, 0.331, 0.690], [-1.032, -0.447, -0.615], [0.297, -0.067, 0.223], [-0.202, -0.263, -0.232], [-0.001, 0.209, -0.298], [-0.134, 0.138, 0.177], [-0.063, 0.572, -0.272], [0.193, 0.030, -0.160], [-0.239, -0.080, 0.020], [0.137, -0.124, 0.374], [-0.057, -0.026, 0.104], [-0.078, 0.091, 0.098], [0.055, 0.034, 0.103], [-0.076, -0.037, 0.094], [-0.010, -0.033, 0.010], [0.035, 0.014, 0.115], [0.029, -0.076, 0.093], [-0.021, -0.094, 0.024], [0.019, -0.170, -0.005], [-0.042, -0.136, -0.027], [-0.040, -0.056, -0.060], [0.104, 0.068, -0.047], [0.199, -0.699, 0.627], [-0.284, 0.169, -0.774], [0.138, 0.024, 0.129], [0.200, 0.028, -0.264], [0.023, -0.005, 0.250], [0.260, 0.222, -0.233], [0.155, 0.244, 0.107], [0.052, -0.127, 0.037], [-0.048, 0.019, -0.073], [0.094, -0.143, 0.039], [-0.004, -0.012, 0.038], [0.047, -0.011, -0.027], [0.009, -0.042, -0.099], [-0.012, 0.084, 0.040], [-0.157, -0.127, -0.093]], "lowdin_charge": [0.922, -0.063, -0.276, -0.050, -0.018, -0.265, -0.055, -0.220, -0.027, -0.057, -0.288, -0.069, -0.003, -0.055, -0.393, -0.221, -0.550, 0.154, 0.121, 0.139, -0.554, 0.143, 0.104, 0.148, -0.075, 0.003, -0.418, -0.181, -0.544, 0.162, 0.147, 0.128, -0.551, 0.128, 0.127, 0.120, 0.066, 0.077, 0.074, 0.104, 0.118, 0.113, 0.106, 0.068, 0.072, 0.069, 0.110, 0.116, 0.623, -0.802, 0.008, -0.180, -0.159, -0.150, 0.029, 0.120, 0.123, 0.118, 0.111, 0.119, 0.133, 0.129, 0.070]}

---

# 2
{"formula": "C20H30IN5O8", "method": "the ωB97M-V functional and the def2-TZVPD basis", "energy_ev": -53149.9334, "fmax_ha_per_bohr": 0.030, "e_lumo_ev": -0.279, "smiles": "CCOC(=O)CCCc1ccc2nc([C@@H](I)CC)cnc2c1.C[N+](=O)[O-].C[N+](=O)[O-].C[N+](=O)[O-]", "orbital_gap_ha": 0.3113, "e_above_lowest_kj_mol": 0.0, "species": ["C", "C", "O", "C", "O", "C", "C", "C", "C", "C", "C", "C", "N", "C", "C", "I", "C", "C", "C", "N", "C", "C", "H", "H", "H", "H", "H", "H", "H", "H", "H", "H", "H", "H", "H", "H", "H", "H", "H", "H", "H", "H", "H", "C", "N", "O", "O", "H", "H", "H", "C", "N", "O", "O", "H", "H", "H", "C", "N", "O", "O", "H", "H", "H"], "coordinates": [[-0.771237, 1.942959, -2.311657], [-0.976549, 0.594600, -3.024347], [-0.010860, 0.556138, -4.098557], [0.558786, -0.637448, -4.312038], [0.075230, -1.689711, -3.987992], [1.868553, -0.584472, -5.077244], [2.650641, 0.743890, -5.002301], [3.940424, 0.633265, -4.144985], [3.570696, 0.125376, -2.763550], [3.781110, -1.229995, -2.361608], [3.387208, -1.636577, -1.118665], [2.764900, -0.757894, -0.193844], [2.374221, -1.234914, 1.018739], [1.799488, -0.344519, 1.787715], [1.303501, -0.776593, 3.148303], [-0.649574, -1.655923, 2.908003], [2.330263, -1.656496, 3.904369], [2.113893, -3.169766, 3.818107], [1.633150, 1.019334, 1.402067], [2.001029, 1.515381, 0.248382], [2.566043, 0.584548, -0.574000], [2.986922, 0.985230, -1.871037], [-1.455517, 2.006446, -1.462280], [-0.908576, 2.784019, -2.979757], [0.234725, 1.910875, -1.890061], [-1.959018, 0.575230, -3.472899], [-0.820837, -0.186607, -2.284694], [2.515967, -1.402504, -4.768761], [1.618128, -0.791437, -6.121694], [2.048865, 1.588121, -4.674679], [2.981732, 0.982873, -6.019370], [4.655160, -0.024960, -4.635381], [4.318768, 1.649586, -4.031255], [4.231204, -1.948384, -3.034427], [3.537489, -2.664636, -0.812628], [1.156338, 0.136176, 3.724290], [2.242761, -1.386256, 4.959744], [3.327313, -1.405520, 3.544553], [1.965313, -3.511918, 2.793261], [2.981318, -3.708208, 4.207034], [1.249539, -3.472475, 4.408142], [1.165738, 1.695676, 2.112290], [2.821299, 2.015523, -2.168283], [-5.378472, 3.394512, -2.861455], [-3.957828, 3.046715, -3.136853], [-3.716624, 1.934087, -3.557017], [-3.130630, 3.903037, -2.919983], [-5.994702, 2.535998, -3.100926], [-5.452069, 3.651122, -1.808951], [-5.630664, 4.246030, -3.485831], [-4.855159, -1.191126, 2.226607], [-4.664528, -2.456738, 2.986685], [-3.627492, -3.062416, 2.816407], [-5.562017, -2.793080, 3.727381], [-3.976707, -1.022571, 1.614109], [-5.744582, -1.311269, 1.615481], [-4.986652, -0.393782, 2.951834], [-1.724723, -0.373243, 7.121120], [-1.219101, 0.917317, 6.578770], [-0.481265, 1.577611, 7.278528], [-1.581204, 1.213608, 5.460606], [-1.321011, -0.509004, 8.117431], [-2.808700, -0.315491, 7.140506], [-1.391415, -1.159348, 6.448546]], "forces_ev_per_a": [[0.279, -1.068, 0.012], [-0.174, 1.513, 0.279], [0.513, -0.416, 0.515], [0.408, -0.491, -0.369], [-0.212, -0.062, 0.362], [-0.026, 0.983, -0.274], [0.792, -0.358, -0.698], [-1.284, 0.078, 0.492], [0.326, -0.230, 0.146], [-0.325, 0.558, 0.253], [0.057, -0.288, 0.006], [0.197, -0.253, -0.295], [-0.148, 0.657, -0.049], [-0.174, -0.400, 0.162], [0.872, 0.322, -0.174], [0.009, 0.122, 0.118], [-0.843, -0.468, 0.182], [0.243, -0.101, -0.157], [-0.154, 0.287, -0.010], [-0.023, -0.880, 0.468], [0.329, 0.267, -0.845], [-0.063, 0.038, -0.024], [-0.110, 0.123, -0.144], [0.029, 0.079, 0.028], [0.039, 0.362, -0.048], [-0.140, -0.439, 0.074], [0.026, -0.396, -0.429], [-0.311, -0.173, 0.182], [-0.114, -0.003, 0.052], [-0.156, -0.184, 0.155], [-0.076, 0.141, 0.081], [0.150, 0.089, 0.049], [0.434, -0.147, -0.164], [0.071, 0.076, -0.068], [-0.056, 0.028, 0.077], [-0.322, -0.113, 0.031], [0.269, 0.094, -0.027], [-0.017, 0.130, 0.019], [-0.019, 0.118, -0.001], [0.001, 0.120, 0.067], [-0.020, -0.004, -0.049], [0.006, 0.032, -0.030], [-0.024, 0.032, 0.164], [-0.150, -0.125, -0.011], [-0.015, -0.025, 0.002], [-0.208, 0.042, -0.059], [-0.094, 0.202, -0.018], [0.056, -0.024, -0.018], [0.039, 0.095, -0.025], [0.046, 0.060, 0.065], [0.118, 0.090, -0.134], [0.036, 0.107, -0.063], [0.045, -0.089, 0.050], [-0.028, -0.024, 0.035], [0.022, -0.047, 0.035], [-0.056, 0.013, 0.082], [-0.079, -0.026, 0.012], [0.055, -0.096, 0.172], [0.007, -0.105, 0.068], [0.029, 0.028, -0.019], [-0.019, 0.086, -0.100], [0.024, 0.058, -0.008], [-0.002, -0.026, -0.100], [-0.087, 0.032, -0.084]], "lowdin_charge": [-0.062, -0.191, -0.008, -0.497, 0.108, -0.076, -0.172, -0.141, -0.221, -0.024, -0.002, -0.197, 0.195, -0.363, -0.656, 0.950, -0.284, -0.171, -0.070, 0.146, -0.211, 0.021, 0.079, 0.062, 0.049, 0.090, 0.122, 0.112, 0.126, 0.106, 0.107, 0.114, 0.113, 0.113, 0.115, 0.065, 0.102, 0.108, 0.058, 0.071, 0.036, 0.119, 0.127, 0.050, -0.432, 0.067, 0.070, 0.094, 0.100, 0.101, 0.042, -0.452, -0.016, 0.067, 0.081, 0.100, 0.101, 0.044, -0.457, 0.067, 0.035, 0.093, 0.100, 0.081]}